{
  "formula": "C4H11CsNO",
  "method": "ωB97M-V with the def2-TZVPD basis set",
  "charge": 1,
  "spin_multiplicity": 1,
  "e_above_lowest_kj_mol": 85.0,
  "homo_energy_ev": -12.217,
  "gap_ev": 8.278,
  "species": ["Cs", "C", "C", "C", "O", "C", "N", "H", "H", "H", "H", "H", "H", "H", "H", "H", "H", "H"],
  "coordinates": [[-1.839, -0.375, -3.919], [2.142, -0.451, -0.198], [0.744, -0.485, 0.412], [-0.164, 0.400, -0.472], [-1.507, 0.407, 0.007], [-1.753, 1.390, 0.994], [0.219, -1.848, 0.530], [2.835, -1.093, 0.347], [2.530, 0.560, -0.046], [2.197, -0.728, -1.252], [0.797, 0.032, 1.371], [-0.228, -0.074, -1.456], [0.195, 1.432, -0.534], [-2.673, 1.109, 1.514], [-1.889, 2.378, 0.553], [-1.004, 1.370, 1.792], [0.171, -2.249, -0.408], [-0.772, -1.774, 0.766]],
  "mulliken_charge": [1.016, -1.453, 0.454, -0.227, -0.333, -0.709, -0.672, 0.383, 0.383, 0.311, 0.330, -0.354, 0.451, 0.284, 0.296, 0.291, 0.246, 0.302]
}